(1)
{
  "formula": "C3H3N3O2",
  "method": "wB97M-V/def2-TZVPD",
  "fmax_ev_per_a": 7.840,
  "smiles": "c1nnconco1",
  "charge": 0,
  "energy_ev": -11718.2756,
  "e_above_lowest_ev": 7.682,
  "orbital_gap_ha": 0.3876,
  "lumo_ev": 0.59,
  "elements": ["C", "C", "C", "H", "H", "H", "N", "N", "N", "O", "O"],
  "coordinates": [[-0.509753, 1.259199, -0.223873], [-0.749454, -1.384201, -0.312364], [1.424574, 0.320618, 0.556068], [-0.879396, 2.327048, -0.448572], [-1.226073, -1.841248, -1.107796], [2.231458, 0.957071, 1.186224], [-1.439574, 0.642668, 0.216592], [0.532554, -1.354498, -0.571419], [1.295078, -0.967980, 0.446008], [0.699706, 0.814135, -0.491949], [-1.379123, -0.772815, 0.751083]],
  "forces_ev_per_a": [[1.761, 3.623, -1.766], [3.581, 0.049, -0.235], [1.256, -2.756, -0.058], [1.292, -1.460, -0.136], [-2.076, -0.667, -1.072], [-2.399, -1.731, -1.593], [-6.182, -3.111, 3.684], [-3.035, -1.938, 1.432], [2.822, 2.054, 2.573], [1.575, 4.545, -0.755], [1.406, 1.391, -2.073]]
}

***

(2)
{
  "formula": "C6H13N2O2",
  "method": "wB97M-V/def2-TZVPD",
  "fmax_ev_per_a": 5.004,
  "charge": 1,
  "energy_ev": -13498.7942,
  "e_above_lowest_ev": 3.653,
  "orbital_gap_ha": 0.4408,
  "lumo_ev": -2.49,
  "elements": ["C", "C", "C", "C", "C", "C", "N", "N", "O", "O", "H", "H", "H", "H", "H", "H", "H", "H", "H", "H", "H", "H", "H"],
  "coordinates": [[-2.921649, 0.205537, -0.393885], [0.485622, -1.702996, -0.587151], [1.493292, -0.512840, -0.818189], [-0.323612, -1.184017, 0.568776], [2.254120, 0.714551, 1.247366], [0.444043, 1.670196, -0.373309], [0.024638, -0.054028, 1.003953], [1.141375, 0.472414, 0.290204], [-1.919336, -0.093822, -1.033928], [-3.583301, -0.656101, 0.343619], [-3.421158, 1.206373, -0.499061], [-0.357471, -1.862217, -1.440820], [0.758770, -2.749436, -0.360298], [2.403506, -0.985223, -0.674325], [1.231209, -0.196241, -1.736546], [-1.134665, -1.739197, 1.020889], [3.014702, 1.243219, 0.670490], [1.779788, 1.350262, 1.928700], [2.438552, -0.110966, 1.834999], [0.225539, 2.306130, 0.485042], [0.983024, 1.889378, -1.306366], [-0.504035, 1.372830, -0.779096], [-4.512961, -0.583807, 0.608947]],
  "forces_ev_per_a": [[-0.369, 0.883, -2.123], [-3.288, -0.463, -0.948], [-2.206, -3.183, 3.169], [1.134, -0.313, -0.560], [-1.264, 2.438, -2.192], [1.154, -0.233, 0.162], [-0.622, -0.554, 2.242], [-1.240, -1.241, -2.594], [-1.962, 0.421, 1.341], [0.683, -1.622, 0.457], [0.539, -0.549, 0.239], [2.234, 0.656, 1.622], [0.863, 0.705, -0.176], [2.283, 0.132, -0.051], [0.012, 1.759, -2.992], [-0.090, 0.229, 0.042], [0.384, -0.486, 0.540], [-0.267, 1.557, 1.159], [0.998, -2.288, 0.427], [0.546, 0.879, -0.745], [0.497, 1.134, 1.003], [-0.353, -0.810, 0.269], [0.335, 0.951, -0.292]]
}

***

(3)
{
  "formula": "C22H27CsN5O5S",
  "method": "wB97M-V/def2-TZVPD",
  "fmax_ev_per_a": 0.708,
  "charge": -1,
  "energy_ev": -52328.8799,
  "e_above_lowest_ev": 0.000,
  "orbital_gap_ha": 0.2899,
  "lumo_ev": 2.09,
  "elements": ["Cs", "O", "C", "C", "C", "N", "C", "C", "C", "O", "O", "C", "O", "O", "H", "H", "H", "C", "C", "C", "C", "C", "C", "C", "C", "C", "C", "C", "C", "H", "H", "H", "H", "H", "H", "H", "H", "H", "H", "H", "H", "H", "H", "H", "H", "H", "H", "C", "C", "N", "N", "C", "S", "N", "N", "H", "H", "H", "H", "H", "H"],
  "coordinates": [[-1.997375, -0.199567, 0.531628], [-0.401730, 6.457401, -0.572361], [-0.634009, 5.142040, -0.289964], [-1.267016, 4.741864, 0.877818], [-1.473295, 3.386881, 1.091059], [-1.106617, 2.468715, 0.198119], [-0.484649, 2.862295, -0.913992], [-0.211985, 4.186142, -1.205177], [-0.071129, 1.755959, -1.894363], [0.983808, 1.927928, -2.516744], [-0.860715, 0.763321, -1.964867], [-2.153196, 2.933930, 2.413257], [-2.467486, 3.851634, 3.182683], [-2.301552, 1.693389, 2.560007], [-0.752437, 6.983110, 0.154964], [-1.606518, 5.433052, 1.640108], [0.320709, 4.451262, -2.106737], [-0.439503, -0.902021, 4.004068], [0.395159, -1.015251, 2.748901], [1.071904, 0.126755, 2.285175], [0.912539, 1.428809, 3.036164], [1.857861, 0.048373, 1.135899], [2.621092, 1.248187, 0.623217], [1.955224, -1.161698, 0.428355], [2.767341, -1.174712, -0.848982], [1.308881, -2.306240, 0.906808], [1.505573, -3.659046, 0.259975], [0.490024, -2.217047, 2.046787], [-0.313044, -3.426399, 2.472888], [-1.330197, -0.283629, 3.848186], [0.133145, -0.414661, 4.794953], [-0.756164, -1.872166, 4.378978], [1.664322, 1.527161, 3.827501], [-0.070702, 1.505892, 3.492423], [1.010714, 2.289329, 2.378646], [2.152150, 1.678945, -0.265910], [3.635500, 0.966148, 0.335495], [2.704332, 2.031450, 1.371207], [2.507679, -2.005671, -1.497262], [3.842083, -1.224358, -0.644885], [2.586619, -0.266397, -1.425429], [0.609810, -4.007806, -0.263359], [1.731350, -4.411838, 1.018390], [2.326846, -3.658507, -0.449905], [-1.284982, -3.142479, 2.875593], [0.196895, -4.012105, 3.244903], [-0.507973, -4.089731, 1.632807], [-0.558962, -0.833777, -4.996533], [-1.476476, -1.718345, -4.242527], [-2.650754, -2.124969, -4.626477], [-3.091340, -2.875792, -3.569624], [-2.253344, -2.891517, -2.518678], [-2.428017, -3.630225, -1.010528], [-1.196232, -2.175443, -2.985484], [-0.006571, -1.856255, -2.319808], [-1.018166, -0.586880, -5.950219], [0.402590, -1.322526, -5.157548], [-0.371952, 0.073568, -4.416842], [-3.987866, -3.326227, -3.581118], [-0.060093, -2.332785, -1.420868], [-0.102102, -0.837468, -2.140769]],
  "forces_ev_per_a": [[-0.226, -0.671, -0.011], [-0.004, 0.053, 0.023], [-0.009, -0.108, 0.018], [0.053, 0.011, -0.076], [-0.018, 0.091, 0.077], [0.086, 0.312, 0.084], [-0.051, -0.207, -0.124], [0.029, 0.111, 0.128], [-0.057, 0.149, 0.009], [-0.017, -0.103, -0.081], [0.159, 0.031, -0.004], [0.016, 0.091, -0.071], [0.007, -0.032, 0.021], [-0.044, 0.096, 0.024], [0.015, -0.002, -0.021], [0.010, 0.023, -0.020], [-0.004, 0.006, -0.003], [-0.009, -0.001, 0.025], [-0.005, 0.085, 0.010], [-0.051, 0.046, 0.115], [0.043, 0.002, 0.031], [-0.051, 0.066, -0.114], [0.017, -0.012, 0.026], [0.063, -0.053, -0.045], [-0.030, 0.008, 0.016], [-0.021, 0.107, 0.039], [-0.034, -0.042, -0.010], [-0.035, -0.042, -0.067], [0.000, -0.047, 0.023], [0.028, 0.018, -0.038], [-0.002, -0.012, 0.012], [0.041, 0.013, 0.013], [0.012, -0.017, -0.013], [-0.003, -0.028, -0.004], [-0.011, -0.017, -0.014], [-0.005, -0.009, -0.004], [-0.002, -0.023, 0.001], [-0.002, -0.023, 0.007], [0.002, -0.018, -0.004], [-0.010, 0.003, 0.022], [-0.007, 0.013, 0.011], [0.002, -0.002, -0.004], [0.003, 0.019, 0.005], [0.017, 0.005, 0.000], [0.021, 0.021, -0.005], [0.013, 0.012, 0.004], [0.017, 0.013, -0.014], [-0.016, 0.034, 0.065], [-0.068, 0.062, -0.061], [0.044, -0.216, 0.031], [-0.138, 0.055, 0.163], [0.257, -0.108, -0.013], [0.043, 0.096, -0.228], [-0.023, 0.109, 0.049], [-0.236, -0.001, 0.051], [0.020, 0.011, -0.012], [-0.023, -0.031, 0.012], [-0.001, -0.004, -0.023], [-0.018, 0.063, -0.060], [0.005, -0.087, -0.026], [0.201, 0.081, 0.054]]
}

***

(4)
{
  "formula": "C21H22N2O2",
  "method": "wB97M-V/def2-TZVPD",
  "fmax_ev_per_a": 3.711,
  "charge": 0,
  "energy_ev": -29207.3035,
  "e_above_lowest_ev": 3.728,
  "orbital_gap_ha": 0.1604,
  "lumo_ev": -1.61,
  "elements": ["C", "C", "O", "C", "O", "N", "H", "H", "H", "H", "C", "C", "N", "C", "C", "C", "C", "C", "C", "C", "C", "C", "C", "C", "C", "C", "C", "C", "C", "H", "H", "H", "H", "H", "H", "H", "H", "H", "H", "H", "H", "H", "H", "H", "H", "H", "H"],
  "coordinates": [[2.180098, 1.226631, 0.128654], [2.310741, 0.316991, -1.088549], [2.681851, -0.943811, -0.583845], [2.756103, -0.823117, 0.782930], [3.003711, -1.745701, 1.541512], [2.504843, 0.437166, 1.217917], [2.853113, 2.095360, 0.087107], [1.153517, 1.597809, 0.256349], [1.359334, 0.193794, -1.624928], [3.093442, 0.648186, -1.784900], [3.131463, -1.726920, 5.010440], [4.182241, -0.848438, 4.447636], [5.427802, -1.275815, 4.062458], [5.918969, -2.649855, 4.157453], [6.131049, -0.210922, 3.465785], [5.290379, 0.914553, 3.494209], [5.703777, 2.108783, 2.898567], [6.951088, 2.173390, 2.327898], [7.801949, 1.067092, 2.332281], [7.401273, -0.126019, 2.886506], [4.059712, 0.528342, 4.151822], [2.899261, 1.314511, 4.340249], [2.729894, 2.720280, 4.029245], [3.546152, 3.734892, 4.574355], [3.348853, 5.052498, 4.238343], [2.360247, 5.430557, 3.333502], [2.217697, 6.847290, 2.902324], [1.523962, 4.443171, 2.823447], [1.678116, 3.128908, 3.182247], [2.172176, -1.213198, 5.073435], [2.990679, -2.602976, 4.377647], [3.397154, -2.072774, 6.009612], [6.922163, -2.731313, 3.740506], [5.942370, -2.963378, 5.201138], [5.256086, -3.316336, 3.606070], [5.044377, 2.956411, 2.892037], [7.278389, 3.095455, 1.878380], [8.788640, 1.157087, 1.907200], [8.059156, -0.975529, 2.888470], [2.010350, 0.778256, 4.632814], [4.304433, 3.459119, 5.287593], [3.968661, 5.811413, 4.681427], [1.296684, 6.997541, 2.337550], [2.196055, 7.514706, 3.763720], [3.051130, 7.144245, 2.264296], [0.746624, 4.717308, 2.132911], [1.014659, 2.377395, 2.790378]],
  "forces_ev_per_a": [[-0.393, 1.283, -0.571], [-0.164, 0.198, -1.033], [0.200, -0.857, 0.026], [-0.628, 2.995, 2.099], [0.653, -1.812, -0.001], [0.786, -2.381, 1.114], [-0.150, 0.242, -0.383], [-0.124, 0.361, -0.426], [0.248, 0.139, -0.061], [-0.248, -0.012, 0.009], [0.122, -0.240, 0.044], [1.194, -1.098, -0.669], [-1.578, 0.282, 0.551], [-0.321, 0.025, 0.074], [-0.222, 1.188, -0.346], [0.732, 0.243, -0.186], [-0.312, -0.462, 0.299], [0.281, -0.096, -0.090], [-0.154, 0.354, 0.044], [-0.523, -0.800, 0.547], [-1.708, 2.240, 0.197], [1.828, -1.951, -0.918], [-0.148, 1.165, -0.020], [-0.387, -0.928, -0.133], [-0.153, 0.160, -0.094], [0.043, -0.391, -0.052], [-0.198, 0.371, -0.046], [0.217, 0.362, 0.079], [0.369, -0.929, 0.570], [0.214, 0.005, -0.063], [0.056, 0.031, -0.151], [0.075, -0.016, 0.094], [-0.165, 0.202, 0.031], [0.047, 0.033, -0.002], [-0.007, 0.077, -0.085], [0.003, 0.146, -0.109], [0.073, 0.138, -0.117], [0.097, -0.073, -0.088], [0.199, -0.222, -0.084], [-0.192, -0.088, 0.072], [0.255, -0.016, 0.086], [0.212, 0.191, 0.123], [0.055, -0.004, 0.019], [0.055, 0.074, -0.007], [0.033, 0.031, 0.016], [-0.220, 0.041, -0.166], [-0.052, -0.204, -0.195]]
}